Entry 1:
# C5H10O2

A molecular structure, C5H10O2 at a distorted geometry (the ωB97M-V functional and the def2-TZVPD basis, the Open Molecules 2025 dataset).

Geometry (Å):
C: 2.428 -1.463 -0.457
C: 1.326 -0.924 0.425
O: 0.778 0.159 -0.296
C: -1.405 0.381 0.457
C: -2.193 1.656 0.568
C: -0.569 0.064 -0.659
O: -1.294 -1.080 -0.637
H: 3.131 -0.656 -0.690
H: 2.961 -2.288 0.017
H: 1.984 -1.807 -1.397
H: 0.562 -1.689 0.611
H: 1.707 -0.567 1.395
H: -1.194 -0.170 1.362
H: -3.239 1.473 0.349
H: -2.127 2.066 1.590
H: -1.810 2.422 -0.124
H: -0.714 0.633 -1.587

Forces on atoms 1 to 6 (eV/Å):
0.1896 -0.2147 0.0144
0.2094 -0.2780 0.0190
0.5814 -0.2665 -0.7820
-0.3464 -0.3403 -0.0824
-0.4499 -0.3675 -0.3108
0.6405 0.9755 0.3263

**LUMO energy**: 0.48 eV
**Multiplicity**: 1
**Energy**: -346.8755 hartree
**Orbital gap**: 9.587 eV

Entry 2:
# C4H9NS

C4H9NS in the gas phase at a distorted geometry (the ωB97M-V functional and the def2-TZVPD basis, the Open Molecules 2025 dataset).

Geometry (Å):
C: 2.034 -0.546 -0.880
C: 1.076 0.439 -0.020
C: -0.219 -0.240 0.587
C: -1.538 0.591 0.502
N: -2.637 -0.156 0.055
S: -1.493 2.166 0.872
H: 1.626 -0.810 -1.799
H: 2.842 0.039 -1.194
H: 2.375 -1.449 -0.232
H: 0.801 1.432 -0.573
H: 1.606 0.817 0.814
H: 0.051 -0.235 1.684
H: -0.417 -1.242 0.340
H: -3.515 0.328 -0.122
H: -2.590 -1.132 -0.035

Forces on atoms 1 to 6 (eV/Å):
-1.1063 0.2332 3.6842
-0.8402 -0.0959 -2.2879
0.2556 2.2719 1.8337
0.2000 -2.3175 -0.9942
1.1287 2.9983 0.7748
-0.6316 0.5489 -0.0132

**SMILES**: CCCC(N)=S
**LUMO energy**: 0.80 eV
**Multiplicity**: 1
**Energy**: -610.7224 hartree
**Orbital gap**: 9.166 eV

Entry 3:
# C16H34AsBr6F6O22S6

A molecular structure, C16H34AsBr6F6O22S6 at a distorted geometry (the ωB97M-V functional and the def2-TZVPD basis, the Open Molecules 2025 dataset).

Geometry (Å):
As: 26.754 19.468 -25.304
F: 25.191 18.880 -26.057
F: 27.671 18.106 -25.908
F: 28.273 20.178 -24.688
F: 25.811 20.782 -24.569
F: 26.441 18.466 -23.792
F: 27.045 20.463 -26.738
O: 26.438 18.329 -19.549
S: 25.318 19.172 -19.987
O: 24.082 18.657 -20.521
O: 24.982 20.186 -18.692
C: 25.033 19.671 -17.379
C: 25.378 20.858 -16.480
C: 25.881 20.348 -21.280
H: 25.923 19.074 -17.177
H: 24.197 19.055 -17.049
H: 25.148 20.700 -15.427
H: 24.761 21.707 -16.771
H: 26.424 21.164 -16.525
H: 25.743 21.215 -20.634
H: 25.276 20.488 -22.176
H: 26.925 20.097 -21.466
O: 26.708 19.003 -32.224
S: 25.817 18.807 -31.051
O: 24.339 18.851 -31.110
O: 26.424 17.527 -30.101
C: 25.554 16.996 -29.151
C: 26.336 16.128 -28.102
C: 26.250 20.166 -29.891
H: 24.889 16.420 -29.794
H: 25.090 17.792 -28.569
H: 26.885 16.775 -27.418
H: 26.977 15.492 -28.713
H: 25.672 15.540 -27.468
H: 26.313 21.081 -30.481
H: 27.272 20.002 -29.547
H: 25.557 20.126 -29.051
C: 26.338 14.996 -23.371
Br: 27.613 14.624 -21.884
Br: 24.519 15.414 -22.671
Br: 26.369 13.786 -24.919
H: 26.651 15.948 -23.800
C: 27.957 24.151 -27.492
Br: 26.788 25.002 -26.073
Br: 29.836 24.656 -27.600
Br: 27.016 24.406 -29.207
H: 28.008 23.076 -27.319
C: 24.275 22.788 -27.334
C: 23.068 22.473 -26.356
O: 21.896 22.858 -27.137
S: 22.231 23.423 -28.646
O: 22.439 24.908 -28.585
O: 21.306 22.811 -29.645
O: 23.672 22.647 -28.579
H: 25.072 22.045 -27.296
H: 24.855 23.692 -27.146
H: 23.062 23.211 -25.553
H: 23.153 21.514 -25.846
C: 30.283 17.331 -22.191
C: 30.271 18.162 -23.374
O: 31.545 17.973 -23.900
S: 31.980 16.380 -23.800
O: 33.427 16.239 -23.459
O: 31.390 15.592 -24.877
O: 31.079 16.112 -22.450
H: 29.288 16.977 -21.923
H: 30.784 17.825 -21.358
H: 30.062 19.230 -23.312
H: 29.535 17.788 -24.086
C: 30.419 20.018 -27.277
C: 30.441 18.492 -27.089
O: 31.573 18.285 -27.941
S: 31.446 19.112 -29.353
O: 30.557 18.444 -30.249
O: 32.742 19.624 -29.811
O: 30.570 20.309 -28.598
H: 31.124 20.577 -26.661
H: 29.470 20.398 -26.900
H: 29.563 17.954 -27.447
H: 30.540 18.134 -26.064
C: 28.714 22.380 -22.916
C: 28.112 23.141 -21.768
O: 28.555 22.567 -20.547
S: 30.051 21.890 -20.792
O: 29.925 20.544 -20.212
O: 31.076 22.852 -20.392
O: 29.831 21.766 -22.403
H: 28.944 22.990 -23.790
H: 27.913 21.681 -23.153
H: 27.045 22.947 -21.656
H: 28.166 24.230 -21.765

Forces on atoms 1 to 6 (eV/Å):
-1.6744 0.2617 0.1992
2.0964 0.3824 0.8752
-0.3860 0.5616 0.1046
-1.0027 -0.9023 0.0634
0.7723 -0.7721 -0.2500
0.5660 1.1849 -1.6053

**Expectation value of S²**: 0.75
**LUMO energy (spin up / spin down)**: 2.65 / 2.65 eV
**Multiplicity**: 2
**Energy**: -22953.4611 hartree
**Total charge**: -2
**Orbital gap (spin up / spin down)**: 2.674 / 7.111 eV